Entry 1:
Computed, not measured: a molecular structure, C33H36CeIN7O3 in a non-equilibrium geometry, with ωB97M-V with the def2-TZVPD basis set.

E_tot   -2659.676969 Ha
Highest occupied orbital energy   -19.05 eV
E_LUMO   -13.3 eV
Largest force on an atom   0.059 Eh/bohr

```
! RIJCOSX wB97M-V def2-TZVPD def2/J DEFGRID3
* xyz 4 1
Ce -0.136 0.535 0.059
I -2.346 3.960 -2.975
O -2.219 1.361 -0.657
O 1.842 -5.100 -3.730
O -2.501 -6.112 1.992
N -1.391 -1.485 0.860
N -0.646 2.099 1.665
N -4.215 0.936 -1.523
N 1.884 0.227 1.366
N 1.171 2.719 -0.302
N 0.131 1.089 -2.273
N 0.811 -1.648 -0.643
C 2.414 -2.634 -2.098
C -0.647 0.816 -4.515
C 2.363 -5.133 -2.425
C 3.078 0.866 1.463
C -1.585 -3.825 0.964
C -0.957 4.396 2.234
C -3.247 1.761 -1.213
C 0.761 -3.964 -0.887
C 0.077 3.680 -0.022
C -1.069 1.759 2.921
C -1.477 2.646 3.893
C 0.880 2.139 -2.663
C -2.587 -3.769 1.904
C -3.027 -2.489 2.255
C 1.853 -3.879 -1.755
C -0.564 3.406 1.318
C 0.232 -2.795 -0.408
C 4.074 0.465 2.357
C -3.182 -5.007 2.499
C 1.633 -0.772 2.276
C -2.502 -1.384 1.605
C 0.957 2.516 -4.004
C 3.414 2.001 0.539
C -0.593 0.437 -3.190
C -3.466 3.226 -1.338
C 1.596 2.989 -1.662
C 2.554 -1.110 3.281
C -1.507 3.961 3.447
C 1.898 -1.567 -1.452
C 2.329 3.071 0.647
C 3.784 -0.475 3.341
C -0.971 -2.699 0.481
C 0.110 1.898 -4.935
H 1.957 3.198 1.638
H 1.510 3.409 -4.282
H 0.409 4.713 -0.049
H 0.167 2.210 -5.952
H 2.062 -5.986 -1.772
H -1.322 0.234 -5.175
H -1.417 -4.844 0.634
H -3.211 3.811 -0.443
H -1.892 4.727 4.071
H 4.423 2.271 0.812
H 0.682 -1.196 2.114
H 1.542 4.101 -1.855
H -4.236 -5.020 2.409
H 3.497 -5.100 -2.372
H -2.883 -0.399 1.878
H -1.086 0.736 3.137
H 2.165 -5.848 -4.237
H 2.355 -1.908 4.020
H -2.754 -6.940 2.445
H 2.643 4.027 0.270
H -0.657 3.567 -0.863
H -4.100 -0.050 -1.270
H 2.249 -0.543 -1.621
H -0.994 5.407 1.942
H -4.498 3.281 -1.537
H 4.535 -0.763 4.066
H -3.860 -2.406 2.930
H -1.214 -0.343 -2.753
H -2.992 -4.866 3.579
H 0.329 -4.982 -0.794
H 2.732 2.921 -1.762
H -1.785 2.281 4.874
H 3.248 -2.571 -2.809
H 5.053 0.886 2.276
H 3.476 1.617 -0.491
H -5.146 1.253 -1.757
*
```



Entry 2:
Computed, not measured: a single C21H22N2 molecule in a non-equilibrium geometry, with ωB97M-V with the def2-TZVPD basis set.

E_tot   -922.916773 Ha
Highest occupied orbital energy   -8.88 eV
Structure (SMILES)   Cc1cc(C)c([C@@H](C)[C@@](C)(C#N)c2ccc(C#N)cc2)c(C)c1
Energy above the lowest of the compared OMol25 structures with the same formula, charge and spin   0.000 eV
E_LUMO   0.1 eV
Largest force on an atom   0.051 Eh/bohr

```
! RIJCOSX wB97M-V def2-TZVPD def2/J DEFGRID3
* xyz 0 1
N -4.938 0.875 4.062
N 2.510 -1.384 1.812
C 1.410 -2.025 -1.864
C 1.583 -1.493 1.111
C -2.096 -1.864 1.225
C 0.337 -1.859 0.393
C 0.281 -3.401 0.386
C -0.499 1.098 -1.110
C 0.901 3.071 -0.932
C -1.675 0.414 2.773
C 3.224 0.125 -1.150
C 2.016 2.244 -0.951
C -0.826 -1.260 1.242
C -2.935 -0.184 2.746
C -4.045 0.407 3.467
C -0.362 2.482 -1.046
C 0.636 0.260 -0.983
C -0.627 -0.112 2.011
C 1.915 0.853 -1.011
C 0.411 -1.259 -0.992
C -1.875 0.532 -1.349
C 1.032 4.559 -0.887
C -3.127 -1.358 2.009
H -1.882 -0.143 -2.218
H 0.942 -2.947 -2.213
H 2.308 -2.280 -1.297
H 2.077 4.847 -0.741
H 3.010 2.697 -0.974
H 0.437 5.001 -0.080
H 0.789 -3.814 -0.487
H 0.684 5.013 -1.823
H -4.091 -1.868 2.048
H 3.292 -0.423 -2.094
H -0.735 -3.808 0.414
H 3.444 -0.559 -0.329
H -2.577 1.353 -1.546
H -2.290 -2.738 0.604
H -1.503 1.293 3.407
H -0.580 -1.452 -1.425
H 0.814 -3.754 1.277
H 1.722 -1.466 -2.748
H 0.343 0.384 2.042
H -1.251 3.106 -1.127
H -2.235 -0.025 -0.471
H 4.032 0.863 -1.179
*
```



Entry 3:
Computed, not measured: a molecular structure, C2HO4P in a non-equilibrium geometry, with ωB97M-V with the def2-TZVPD basis set.

E_tot   -719.088528 Ha
Highest occupied orbital energy   -10.28 eV
Energy above the lowest of the compared OMol25 structures with the same formula, charge and spin   0.612 eV
E_LUMO   -0.6 eV
Largest force on an atom   0.042 Eh/bohr

```
! RIJCOSX wB97M-V def2-TZVPD def2/J DEFGRID3
* xyz 0 1
P 0.278 0.216 -1.046
O -2.710 1.134 1.483
O 3.087 -0.859 -0.803
O -1.566 -0.598 0.508
O 0.191 1.443 -0.240
C 1.973 -0.511 -0.874
C -2.140 0.245 1.027
H 0.886 -1.069 -0.056
*
```



Entry 4:
Computed, not measured: a single C5H6FNOS2 molecule in a non-equilibrium geometry, with ωB97M-V with the def2-TZVPD basis set.

E_tot   -1220.130981 Ha
Highest occupied orbital energy   -8.26 eV
Energy above the lowest of the compared OMol25 structures with the same formula, charge and spin   5.529 eV
E_LUMO   -1.1 eV
Largest force on an atom   0.099 Eh/bohr

```
! RIJCOSX wB97M-V def2-TZVPD def2/J DEFGRID3
* xyz 0 1
S -0.299 -0.778 -0.462
S -2.990 0.338 0.442
F 2.263 1.606 0.874
O 2.356 0.210 -1.001
N -2.088 -2.156 0.814
C 0.296 0.482 0.407
C -1.118 -2.979 0.990
C -1.919 -0.820 0.256
C 0.875 2.127 -1.037
C 1.577 1.063 -0.157
H -1.262 -3.919 1.511
H 3.002 -0.101 -0.334
H 1.710 2.811 -1.331
H 0.298 2.689 -0.418
H -3.013 -2.408 1.278
H 0.312 1.834 -1.833
*
```



Q: What is the formula in the fourth record?
A: C5H6FNOS2



Q: highest occupied orbital energy of number 3 (C2HO4P)?
A: -10.28 eV